w.
Molecular formula: C4H6N2O2
Method: DFT, ωB97M-V/def2-TZVPD

```
14
C4H6N2O2 ωB97M-V/def2-TZVPD
C 0.48 -1.00 -0.17
C -0.69 0.89 0.15
C 1.23 0.17 -0.24
C -0.83 -0.49 0.01
N -2.01 -1.24 0.14
O -1.73 1.77 0.32
O 2.74 0.16 -0.31
N 0.58 1.30 0.05
H -1.33 2.63 0.47
H 2.90 1.04 0.10
H -2.08 -1.99 -0.53
H -2.82 -0.63 0.10
H 0.74 -2.01 -0.46
H 2.83 -0.59 0.38
```

The LUMO energy comes out at -0.3343 eV. The HOMO-LUMO gap is 6.018 eV. The calculation puts the HOMO energy at -6.352 eV.

x.
Molecular formula: C4H6N2O2
Method: DFT, ωB97M-V/def2-TZVPD

```
14
C4H6N2O2 ωB97M-V/def2-TZVPD
C 2.40 0.32 0.60
C 1.32 -0.18 -0.18
C -1.47 -1.30 0.21
C -0.77 1.25 -0.36
H 3.39 -0.53 0.30
H 2.38 1.19 1.51
H 1.63 -0.91 -1.35
H -1.79 -2.49 0.25
H 0.08 1.94 -0.33
H -2.60 0.63 -0.31
N -0.08 0.05 -0.52
N -2.11 1.44 -0.24
O -0.64 -1.10 -0.84
O -1.76 -0.32 1.26
```

The LUMO energy comes out at -0.2699 eV. The HOMO-LUMO gap is 8.540 eV. The calculation puts the HOMO energy at -8.810 eV.

Relative energies, eV: w 0.000; x 6.421.